*i*
The ion C8H15N2 with charge +1, computed with ωB97M-V with the def2-TZVPD basis set.

Summary:
- HOMO (eV) = -14.25
- structure (SMILES) = C=N[N@@+]1(C=C(C)C)C[C@@H]1C
- orbital gap (eV) = 10.9
- charge = +1

Geometry as XYZ:
```
25
Properties=species:S:1:pos:R:3:nbo_charge:R:1
C -2.47 0.64 0.63 -0.006
C -0.19 -0.81 0.24 -0.025
C -0.23 -1.29 -0.97 0.003
C 0.69 1.80 -0.10 -0.266
C 0.84 1.65 1.36 0.002
C 0.10 -2.77 -1.20 -0.654
C -0.59 -0.41 -2.18 -0.713
C 1.88 0.88 2.14 -0.663
N -1.54 1.49 0.39 -0.241
N -0.28 0.99 0.52 -0.137
H -3.52 0.82 0.77 0.221
H -2.36 -0.44 0.73 0.188
H 0.10 -1.30 1.17 0.236
H 0.29 2.85 -0.25 0.265
H 1.58 1.53 -0.70 0.261
H 0.38 2.53 2.01 0.251
H -0.66 -3.49 -1.73 0.263
H 1.09 -2.86 -1.73 0.254
H 0.34 -3.28 -0.24 0.236
H -1.26 0.54 -2.22 0.261
H -1.22 -1.07 -2.94 0.258
H 0.36 -0.08 -2.73 0.253
H 2.81 1.57 2.38 0.274
H 2.35 0.04 1.60 0.233
H 1.51 0.45 3.06 0.246
```

=====

*ii*
The ion C8H15N2 with charge +1, computed with ωB97M-V with the def2-TZVPD basis set.

Summary:
- HOMO (eV) = -14.55
- structure (SMILES) = C/[NH+]=C1\N=C(C)CC1(C)C
- orbital gap (eV) = 10.3
- charge = +1

Geometry as XYZ:
```
25
Properties=species:S:1:pos:R:3:nbo_charge:R:1
C 1.54 0.74 0.04 0.431
C -0.57 0.32 0.22 0.606
C 1.38 -0.84 -0.18 -0.462
C -0.11 -1.01 0.11 -0.179
C 2.75 1.43 -0.18 -0.724
C -0.88 -1.75 -1.08 -0.566
C -0.39 -1.96 1.30 -0.551
C -2.02 2.24 0.08 -0.452
N 0.47 1.30 0.21 -0.495
N -1.77 0.78 0.03 -0.471
H 1.64 -1.21 -1.21 0.262
H 2.03 -1.37 0.54 0.252
H 2.68 1.98 -1.20 0.291
H 3.72 0.82 -0.31 0.261
H 2.91 2.33 0.47 0.282
H -0.42 -2.67 -1.35 0.241
H -0.97 -1.00 -1.87 0.213
H -1.94 -1.96 -0.80 0.217
H -0.27 -2.95 1.04 0.230
H -1.36 -1.84 1.64 0.216
H 0.31 -1.69 2.08 0.217
H -1.20 2.82 -0.34 0.259
H -1.83 2.69 1.09 0.240
H -2.99 2.46 -0.24 0.227
H -2.71 0.36 -0.08 0.455
```

=====

What should be chosen as the least stable of them? Choose *i*.

=====

*i*
The molecule C8H11N, computed with ωB97M-V with the def2-TZVPD basis set.

Summary:
- HOMO (alpha / beta) (eV) = -8.49 / -8.05
- orbital gap (alpha / beta) (eV) = 8.3 / 7.4

Geometry as XYZ:
```
20
Properties=species:S:1:pos:R:3:nbo_charge:R:1
C 3.22 -0.31 -0.19 0.203
C 1.45 1.57 -0.11 -0.288
C 0.38 0.91 -0.38 0.252
C 2.37 0.52 0.48 -0.319
C -1.17 -0.08 1.41 -0.591
C -0.40 -1.42 -0.60 -0.611
C -1.98 0.61 -0.82 -0.595
C -0.74 -0.05 -0.11 -0.148
N 4.14 -0.92 -0.53 -0.315
H 1.62 2.55 -0.39 0.210
H 2.12 0.14 1.49 0.230
H -2.03 -0.64 1.19 0.216
H -0.39 -0.63 2.06 0.212
H -1.17 0.92 1.77 0.218
H -1.13 -2.31 -0.59 0.227
H 0.42 -1.73 -0.07 0.221
H -0.13 -1.29 -1.71 0.219
H -2.71 -0.17 -0.66 0.212
H -1.76 0.72 -1.96 0.223
H -2.10 1.63 -0.29 0.225
```

=====

*ii*
The molecule C8H11N, computed with ωB97M-V with the def2-TZVPD basis set.

Summary:
- HOMO (eV) = -10.01
- structure (SMILES) = CC1(C)C=C[C@]1(C)C#N
- orbital gap (eV) = 10.9

Geometry as XYZ:
```
20
Properties=species:S:1:pos:R:3:nbo_charge:R:1
C 2.14 0.08 -0.16 0.289
C 0.32 -0.79 1.52 -0.169
C -0.76 -0.04 1.46 -0.172
C 0.74 -0.59 0.11 -0.138
C -0.45 0.48 0.10 -0.023
C 0.64 -1.87 -0.66 -0.583
C -0.07 1.93 0.13 -0.615
C -1.59 0.30 -0.93 -0.593
N 3.11 0.63 -0.44 -0.347
H 0.61 -1.64 2.21 0.213
H -1.50 0.33 2.20 0.218
H 1.07 -1.67 -1.57 0.217
H -0.33 -2.10 -0.77 0.210
H 1.25 -2.68 -0.16 0.218
H 0.58 2.22 -0.74 0.222
H 0.59 2.17 0.90 0.219
H -0.93 2.51 0.17 0.211
H -1.81 -0.68 -0.89 0.199
H -1.25 0.50 -1.87 0.212
H -2.37 0.90 -0.60 0.211
```

=====

What should be chosen as the least stable of them? Choose *i*.

=====

*i*
A cluster of 2 separate species, CH10N3 in total, computed with ωB97M-V with the def2-TZVPD basis set.

Summary:
- HOMO (eV) = -14.20
- orbital gap (eV) = 10.9
- charge = +1

Geometry as XYZ:
```
14
Properties=species:S:1:pos:R:3:nbo_charge:R:1
N 0.04 -1.32 -1.70 -1.108
H -0.94 -0.12 -0.33 0.480
H 1.02 -1.17 -1.52 0.386
H -0.12 -2.25 -2.06 0.389
H -0.31 -0.68 -2.40 0.372
N 1.18 0.29 0.54 -0.850
C 0.11 1.09 0.98 -0.019
N -1.20 0.23 0.61 -0.727
H 1.55 -0.38 1.22 0.388
H 2.06 0.75 0.32 0.410
H -0.08 1.37 2.00 0.201
H -0.02 1.96 0.35 0.216
H -2.05 0.77 0.72 0.433
H -1.24 -0.55 1.27 0.428
```

=====

*ii*
A cluster of 2 separate species, CH10N3 in total, computed with ωB97M-V with the def2-TZVPD basis set.

Summary:
- HOMO (eV) = -14.50
- orbital gap (eV) = 11.3
- charge = +1

Geometry as XYZ:
```
14
Properties=species:S:1:pos:R:3:nbo_charge:R:1
N 1.95 1.13 0.29 -1.072
H 2.32 2.07 0.22 0.399
H 2.54 0.69 1.01 0.400
H 0.35 0.75 0.04 0.472
H 2.26 0.65 -0.57 0.378
N -0.83 -1.43 0.76 -0.860
C -1.10 -0.73 -0.50 -0.075
N -0.65 0.67 -0.37 -0.731
H -0.26 -2.26 0.75 0.395
H -1.71 -1.79 1.19 0.392
H -0.62 -1.31 -1.29 0.223
H -2.19 -0.63 -0.66 0.208
H -1.16 1.09 0.42 0.435
H -0.90 1.10 -1.28 0.436
```

=====

What should be chosen as the least stable of them? Choose *i*.

=====

*i*
The ion C2H6N3S with charge +1, computed with ωB97M-V with the def2-TZVPD basis set.

Summary:
- HOMO (alpha / beta) (eV) = -13.83 / -13.83
- orbital gap (alpha / beta) (eV) = 8.2 / 8.2
- charge = +1

Geometry as XYZ:
```
12
Properties=species:S:1:pos:R:3:nbo_charge:R:1
C -0.73 -0.03 0.12 -0.331
C -0.81 0.69 -1.16 -0.604
N 1.61 0.92 -0.46 -0.622
N 0.42 -0.78 0.22 0.050
N 0.92 -1.22 1.33 -0.397
S 0.80 1.62 -1.42 1.055
H -0.78 0.64 0.98 0.209
H -1.64 -0.57 0.05 0.308
H -0.80 -0.22 -1.84 0.267
H -1.57 1.45 -1.34 0.273
H 0.84 -0.80 2.25 0.388
H 1.75 -1.70 1.27 0.406
```

=====

*ii*
The ion C2H6N3S with charge +1, computed with ωB97M-V with the def2-TZVPD basis set.

Summary:
- HOMO (eV) = -13.11
- structure (SMILES) = [NH2+]=C1NCSN1
- orbital gap (eV) = 9.3
- charge = +1

Geometry as XYZ:
```
12
Properties=species:S:1:pos:R:3:nbo_charge:R:1
C 0.10 -0.04 0.65 0.663
C -0.62 -0.12 -1.62 -0.377
N -0.74 0.51 -0.28 -0.557
N 0.73 -1.17 0.29 -0.709
N 0.38 0.57 1.77 -0.741
S 0.28 -1.69 -1.32 0.493
H -1.58 -0.20 -2.19 0.263
H -0.05 0.56 -2.34 0.227
H -0.92 1.44 -0.05 0.415
H 1.28 -1.76 0.99 0.467
H 0.05 1.55 1.68 0.414
H 1.09 0.35 2.42 0.441
```

=====

What should be chosen as the least stable of them? Choose *i*.